No. 1
Molecular formula: C3H6N
Method: DFT, the ωB97M-V functional and the def2-TZVPD basis

CARTESIAN COORDINATES (ANGSTROEM)
C1 2.029 -0.016 -0.029
C2 0.580 -0.004 0.081
C3 -0.632 -0.144 0.113
N1 -1.978 0.019 0.001
H1 2.255 0.353 -1.036
H2 2.424 0.612 0.779
H3 2.295 -1.023 0.142
H4 -2.124 -0.090 -1.010
H5 -2.279 0.993 0.368
H6 -2.570 -0.700 0.591

As for the SMILES: CC#C[NH3+]. The value obtained for the relative energy (zero: lowest compared OMol25 entry of this formula, charge and spin) is 149.4 kJ/mol. As for the HOMO-LUMO gap: 10.82 eV. Its charge is +1.



No. 2
Molecular formula: C15H19N3O4S3
Method: DFT, the ωB97M-V functional and the def2-TZVPD basis

CARTESIAN COORDINATES (ANGSTROEM)
C1 4.403 2.909 3.736
C2 3.379 1.963 3.191
C3 2.761 1.035 4.025
C4 1.832 0.143 3.521
C5 1.521 0.181 2.176
S1 0.304 -0.951 1.544
O1 0.420 -2.215 2.209
O2 0.363 -0.934 0.107
N1 -1.106 -0.207 2.090
C6 -2.119 -1.077 2.640
C7 -3.068 -1.633 1.570
O3 -2.339 -2.217 0.498
C8 -2.077 -1.408 -0.550
O4 -2.442 -0.263 -0.635
N2 -1.456 -2.119 -1.540
C9 -0.819 -1.444 -2.580
S2 0.928 -1.441 -2.731
C10 0.814 -0.386 -4.130
S3 2.094 0.151 -5.005
N3 -0.487 -0.080 -4.370
C11 -0.875 0.787 -5.452
C12 -1.400 -0.668 -3.520
C13 -2.860 -0.444 -3.697
C14 2.121 1.091 1.328
C15 3.050 1.980 1.839
H1 4.413 3.838 3.171
H2 5.394 2.460 3.662
H3 4.212 3.130 4.783
H4 3.013 1.011 5.075
H5 1.351 -0.591 4.147
H6 -1.466 0.422 1.384
H7 -2.698 -0.532 3.390
H8 -1.576 -1.897 3.115
H9 -3.690 -2.428 1.985
H10 -3.696 -0.828 1.170
H11 -1.013 -2.971 -1.223
H12 -1.406 0.227 -6.224
H13 -1.512 1.589 -5.082
H14 0.033 1.208 -5.883
H15 -3.146 -0.562 -4.740
H16 -3.133 0.557 -3.367
H17 -3.408 -1.158 -3.091
H18 1.860 1.080 0.282
H19 3.527 2.692 1.183

As for the SMILES: Cc1ccc(S(=O)(=O)NCCOC(=O)Nc2sc(=S)n(C)c2C)cc1. The value obtained for the relative energy (zero: lowest compared OMol25 entry of this formula, charge and spin) is 0.0 kJ/mol. As for the HOMO-LUMO gap: 7.95 eV.



No. 3
Molecular formula: C5H9NO
Method: DFT, the ωB97M-V functional and the def2-TZVPD basis

CARTESIAN COORDINATES (ANGSTROEM)
C1 3.020 0.357 0.529
C2 1.536 0.292 0.266
C3 0.683 -0.003 1.226
O1 0.023 -0.271 2.156
H1 3.264 -0.048 1.516
H2 3.395 1.386 0.490
H3 3.575 -0.227 -0.212
H4 1.117 0.532 -0.702
C4 -1.323 -0.963 -1.464
N1 -1.335 -0.156 -0.493
C5 -2.601 0.337 0.004
H5 -2.229 -1.298 -1.987
H6 -0.366 -1.360 -1.810
H7 -2.527 1.418 0.151
H8 -3.454 0.117 -0.654
H9 -2.778 -0.113 0.986

As for the SMILES: CC=C=O.C=NC. The value obtained for the relative energy (zero: lowest compared OMol25 entry of this formula, charge and spin) is 254.2 kJ/mol. As for the HOMO-LUMO gap: 9.25 eV.



No. 4
Molecular formula: C5H14NS
Method: DFT, the ωB97M-V functional and the def2-TZVPD basis

CARTESIAN COORDINATES (ANGSTROEM)
C1 -1.725 1.398 -0.130
C2 -2.400 0.748 1.132
S1 -2.616 -1.051 1.019
H1 -2.164 1.070 -1.014
H2 -0.623 1.235 -0.271
H3 -1.901 2.486 -0.143
H4 -1.831 0.950 2.064
H5 -3.399 1.154 1.313
H6 -3.455 -0.929 -0.077
C3 3.387 0.135 0.150
C4 1.972 -0.352 0.198
C5 1.403 -0.940 -0.857
N1 -0.021 -1.279 -0.811
H7 3.841 -0.047 -0.866
H8 3.475 1.229 0.328
H9 4.037 -0.329 0.928
H10 1.417 -0.176 1.214
H11 1.971 -1.146 -1.779
H12 -0.425 -1.409 0.140
H13 -0.654 -0.562 -1.216
H14 -0.288 -2.183 -1.322

The value obtained for the relative energy (zero: lowest compared OMol25 entry of this formula, charge and spin) is 134.7 kJ/mol. As for the HOMO-LUMO gap: 10.15 eV. Its charge is +1.



No. 5
Molecular formula: C34H31F6MgN9O7S6
Method: DFT, the ωB97M-V functional and the def2-TZVPD basis

CARTESIAN COORDINATES (ANGSTROEM)
Mg1 -0.346 0.772 1.480
N1 -4.031 0.146 1.898
C1 -3.176 -0.831 2.279
N2 -1.872 -0.721 2.330
C2 -1.310 -1.877 2.857
C3 -2.175 -2.864 3.169
S1 -3.781 -2.364 2.819
C4 0.142 -1.915 3.026
C5 0.834 -2.842 3.725
S2 2.510 -2.441 3.711
C6 2.158 -1.050 2.721
N3 0.884 -0.902 2.455
N4 3.153 -0.233 2.342
H1 -3.647 0.897 1.347
H2 -4.975 -0.115 1.670
H3 -1.967 -3.854 3.537
H4 0.458 -3.686 4.277
H5 4.100 -0.535 2.486
H6 3.029 0.418 1.570
O1 1.480 0.949 -1.143
S3 2.197 1.864 -0.302
O2 3.544 1.493 0.107
N5 1.283 2.108 0.998
C7 1.708 2.900 2.057
C8 2.738 3.826 2.049
C9 3.068 4.575 3.191
C10 2.398 4.427 4.370
C11 1.352 3.486 4.442
C12 0.620 3.247 5.625
C13 -0.368 2.305 5.642
C14 -0.633 1.588 4.468
N6 0.024 1.784 3.347
C15 1.009 2.722 3.300
C16 2.375 3.368 -1.238
C17 1.287 3.873 -1.936
C18 1.446 5.021 -2.695
C19 2.685 5.646 -2.764
C20 3.773 5.119 -2.083
C21 3.622 3.974 -1.315
H7 3.313 3.984 1.150
H8 3.882 5.287 3.119
H9 2.656 5.005 5.249
H10 0.860 3.821 6.513
H11 -0.941 2.099 6.536
H12 -1.411 0.832 4.443
H13 0.333 3.368 -1.895
H14 0.601 5.424 -3.238
H15 2.804 6.542 -3.360
H16 4.743 5.596 -2.151
H17 4.457 3.538 -0.783
F1 -3.415 -1.385 -0.740
C22 -3.178 -0.639 -1.822
F2 -4.316 -0.097 -2.231
F3 -2.721 -1.427 -2.793
S4 -1.930 0.668 -1.419
O3 -1.069 0.049 -0.419
O4 -1.346 1.055 -2.660
N7 -2.911 1.703 -0.785
S5 -2.385 2.883 0.099
O5 -1.950 2.370 1.394
O6 -1.570 3.862 -0.538
C23 -4.000 3.701 0.433
F4 -4.538 4.125 -0.699
F5 -4.835 2.834 1.016
F6 -3.807 4.727 1.247
C24 2.687 -3.494 -3.739
C25 1.586 -2.562 -4.231
C26 0.999 -1.676 -3.138
N8 0.193 -2.431 -2.188
C27 0.579 -2.801 -0.971
S6 2.054 -2.465 -0.297
N9 -0.361 -3.505 -0.211
C28 -1.472 -4.261 -0.548
O7 -2.263 -4.587 0.312
C29 -1.615 -4.720 -1.963
C30 -2.862 -4.658 -2.572
C31 -3.017 -5.111 -3.873
C32 -1.934 -5.652 -4.554
C33 -0.693 -5.740 -3.936
C34 -0.530 -5.268 -2.643
H18 3.108 -4.074 -4.563
H19 2.310 -4.194 -2.989
H20 3.491 -2.925 -3.270
H21 0.778 -3.146 -4.685
H22 1.973 -1.907 -5.017
H23 0.351 -0.913 -3.575
H24 1.770 -1.154 -2.576
H25 -0.741 -2.665 -2.480
H26 -0.157 -3.490 0.780
H27 -3.699 -4.253 -2.017
H28 -3.984 -5.049 -4.355
H29 -2.058 -6.010 -5.568
H30 0.149 -6.172 -4.462
H31 0.438 -5.323 -2.157

The value obtained for the relative energy (zero: lowest compared OMol25 entry of this formula, charge and spin) is 7.5 kJ/mol. As for the HOMO-LUMO gap: 7.86 eV.



No. 6
Molecular formula: C3H9N2OS2
Method: DFT, the ωB97M-V functional and the def2-TZVPD basis

CARTESIAN COORDINATES (ANGSTROEM)
N1 -0.340 -2.309 -2.162
C1 0.538 -1.882 -1.257
O1 1.377 -2.577 -0.713
C2 0.458 -0.407 -0.846
N2 1.557 -0.236 0.149
C3 -0.874 -0.087 -0.171
S1 -1.059 1.688 0.199
S2 -0.198 1.873 2.044
H1 -0.961 -1.738 -2.714
H2 -0.338 -3.274 -2.449
H3 0.620 0.259 -1.688
H4 2.069 0.641 0.071
H5 1.213 -0.367 1.101
H6 2.225 -0.988 -0.027
H7 -0.954 -0.674 0.741
H8 -1.719 -0.347 -0.795
H9 -1.271 1.598 2.784

As for the SMILES: NC(=O)[C@H]([NH3+])CSS. The value obtained for the relative energy (zero: lowest compared OMol25 entry of this formula, charge and spin) is 0.0 kJ/mol. As for the HOMO-LUMO gap: 10.24 eV. Its charge is +1.



No. 7
Molecular formula: C38H30Br2CdIN4O3P
Method: DFT, the ωB97M-V functional and the def2-TZVPD basis

CARTESIAN COORDINATES (ANGSTROEM)
Cd1 0.850 0.030 0.640
Br1 2.440 2.088 -3.878
C1 3.504 1.279 -2.543
C2 4.857 1.045 -2.822
C3 5.676 0.468 -1.893
Br2 7.496 0.163 -2.326
C4 5.164 0.102 -0.623
C5 5.927 -0.515 0.393
C6 5.343 -0.847 1.583
C7 3.982 -0.550 1.765
N1 3.254 0.042 0.850
C8 3.803 0.357 -0.349
C9 2.911 0.950 -1.329
O1 1.668 1.156 -1.075
H1 5.247 1.328 -3.790
H2 6.970 -0.732 0.206
H3 5.896 -1.341 2.367
H4 3.473 -0.842 2.677
N2 -0.070 -1.114 2.541
N3 0.940 -2.095 2.738
C10 1.362 -2.799 1.542
O2 1.901 -3.877 1.727
O3 1.093 -2.215 0.447
H5 -0.126 -0.544 3.376
H6 -0.984 -1.529 2.359
H7 0.718 -2.765 3.464
I1 -1.049 2.702 0.613
C11 -1.883 3.061 -1.272
C12 -1.806 4.376 -1.644
C13 -2.492 4.862 -2.772
C14 -3.306 4.014 -3.455
C15 -3.401 2.648 -3.094
C16 -4.306 1.834 -3.818
C17 -4.443 0.512 -3.524
C18 -3.594 -0.050 -2.558
C19 -2.674 0.683 -1.849
P1 -1.443 -0.390 -0.987
C20 -2.552 -1.527 -0.095
C21 -3.080 -1.037 1.103
C22 -3.914 -1.821 1.881
C23 -4.223 -3.114 1.479
C24 -3.705 -3.607 0.292
C25 -2.876 -2.818 -0.494
C26 -0.733 -1.283 -2.409
C27 -0.142 -2.536 -2.252
C28 0.528 -3.127 -3.313
C29 0.644 -2.467 -4.526
C30 0.096 -1.202 -4.675
C31 -0.587 -0.613 -3.626
C32 -2.622 2.104 -2.033
H8 -1.233 5.069 -1.044
H9 -2.402 5.902 -3.049
H10 -3.898 4.361 -4.291
H11 -4.893 2.296 -4.600
H12 -5.146 -0.111 -4.057
H13 -3.631 -1.122 -2.416
H14 -2.839 -0.028 1.420
H15 -4.322 -1.425 2.801
H16 -4.864 -3.734 2.091
H17 -3.943 -4.613 -0.029
H18 -2.482 -3.217 -1.420
H19 -0.150 -3.031 -1.292
H20 0.982 -4.099 -3.172
H21 1.178 -2.927 -5.346
H22 0.213 -0.662 -5.605
H23 -0.993 0.382 -3.755
N4 1.434 1.781 2.788
C33 0.955 1.511 4.085
C34 -0.207 2.135 4.534
C35 -0.741 1.805 5.769
C36 -0.130 0.852 6.571
C37 1.029 0.236 6.126
C38 1.574 0.559 4.892
H24 1.263 2.736 2.497
H25 2.416 1.575 2.652
H26 -0.696 2.873 3.909
H27 -1.644 2.299 6.104
H28 -0.550 0.597 7.534
H29 1.521 -0.507 6.740
H30 2.470 0.060 4.548

The value obtained for the relative energy (zero: lowest compared OMol25 entry of this formula, charge and spin) is 58.3 kJ/mol. As for the HOMO-LUMO gap: 6.97 eV.



No. 8
Molecular formula: C10H7N2O5Rh
Method: DFT, the ωB97M-V functional and the def2-TZVPD basis

CARTESIAN COORDINATES (ANGSTROEM)
O1 -3.930 3.670 1.496
C1 -3.157 2.842 1.325
Rh1 -0.204 0.399 -0.054
O2 -1.745 0.125 2.666
C2 -1.163 0.224 1.675
C3 0.841 0.376 -1.738
O3 1.444 0.331 -2.719
C4 1.190 1.532 0.794
O4 1.978 2.249 1.243
C5 -1.609 -0.702 -0.936
O5 -2.426 -1.314 -1.477
H1 -0.997 1.743 -0.543
N1 2.938 -0.923 1.507
C6 2.284 -2.069 1.115
C7 2.938 -3.319 1.258
C8 2.278 -4.471 0.853
C9 0.998 -4.333 0.306
C10 0.437 -3.061 0.186
N2 1.060 -1.933 0.574
H2 2.351 -0.214 1.937
H3 3.822 -1.055 1.991
H4 3.928 -3.337 1.720
H5 2.728 -5.457 0.968
H6 0.433 -5.183 -0.058
H7 -0.553 -2.949 -0.247

As for the expectation value of S²: 6.0380. The multiplicity is 5. As for the HOMO-LUMO gap (spin up / spin down): 6.85 / 6.90 eV. Its charge is +2.



No. 9
Molecular formula: C6H9N
Method: DFT, the ωB97M-V functional and the def2-TZVPD basis

CARTESIAN COORDINATES (ANGSTROEM)
C1 0.987 -1.948 -1.011
C2 1.058 -1.044 -0.064
C3 0.565 -0.112 0.718
C4 1.330 0.790 1.667
C5 -0.952 -0.141 0.253
C6 -1.326 0.863 -0.774
N1 -2.207 0.596 0.347
H1 0.828 -3.002 -0.793
H2 1.015 -1.651 -2.058
H3 1.127 1.850 1.476
H4 2.418 0.657 1.576
H5 1.084 0.586 2.717
H6 -1.174 -1.189 0.144
H7 -1.642 0.652 -1.795
H8 -0.713 1.762 -0.688
H9 -2.331 1.360 0.994

As for the SMILES: C=C=C(C)[C@@H]1CN1. The value obtained for the relative energy (zero: lowest compared OMol25 entry of this formula, charge and spin) is 405.4 kJ/mol. As for the HOMO-LUMO gap: 9.62 eV.



No. 10
Molecular formula: C4H5I3O
Method: DFT, the ωB97M-V functional and the def2-TZVPD basis

CARTESIAN COORDINATES (ANGSTROEM)
I1 2.343 2.961 -1.295
I2 -0.978 1.484 -2.258
I3 2.025 1.494 2.100
O1 -0.055 -1.178 0.760
C1 0.631 1.593 -0.696
C2 0.510 1.065 0.546
C3 -0.349 -1.898 -0.419
C4 -0.610 0.153 0.935
H1 -0.505 -2.972 -0.152
H2 0.597 -1.766 -0.922
H3 -1.144 -1.514 -1.089
H4 -0.882 0.385 2.004
H5 -1.583 0.193 0.488

The value obtained for the relative energy (zero: lowest compared OMol25 entry of this formula, charge and spin) is 104.4 kJ/mol. As for the HOMO-LUMO gap: 8.15 eV.



No. 11
Molecular formula: C40H41BrCl3N4O2RhS
Method: DFT, the ωB97M-V functional and the def2-TZVPD basis

CARTESIAN COORDINATES (ANGSTROEM)
Rh1 1.726 0.951 2.586
C1 2.666 4.831 4.092
C2 2.882 4.574 5.438
C3 2.938 3.259 5.865
C4 2.733 2.238 4.945
N1 2.459 2.502 3.650
C5 2.455 3.765 3.234
C6 2.790 0.815 5.280
C7 3.409 0.318 6.425
C8 3.492 -1.049 6.611
C9 2.904 -1.883 5.670
C10 2.279 -1.322 4.569
N2 2.245 -0.007 4.356
H1 2.645 5.839 3.714
H2 3.000 5.381 6.141
H3 3.119 3.027 6.901
H4 2.266 3.920 2.178
H5 3.848 0.997 7.140
H6 4.003 -1.451 7.472
H7 2.929 -2.953 5.785
H8 1.786 -1.945 3.836
C11 -2.567 1.119 -3.614
C12 -1.635 2.308 -3.332
C13 -1.118 2.836 -4.673
C14 -2.432 3.425 -2.625
C15 -0.539 1.917 -2.373
C16 -0.828 1.078 -1.276
C17 0.123 0.759 -0.346
Br1 -0.590 2.031 2.756
C18 1.396 1.437 -0.371
O1 2.083 1.640 0.674
C19 1.795 1.997 -1.647
C20 0.796 2.280 -2.557
C21 3.245 2.145 -2.054
C22 3.538 3.509 -2.696
C23 4.233 1.908 -0.913
C24 3.471 1.041 -3.110
H9 -3.221 1.368 -4.445
H10 -3.200 0.885 -2.763
H11 -1.991 0.236 -3.886
H12 -1.960 3.066 -5.322
H13 -0.505 2.095 -5.183
H14 -0.550 3.754 -4.552
H15 -3.296 3.689 -3.228
H16 -1.813 4.311 -2.504
H17 -2.775 3.102 -1.645
H18 -1.827 0.687 -1.170
H19 1.072 2.794 -3.460
H20 3.305 4.321 -2.012
H21 2.978 3.655 -3.613
H22 4.594 3.565 -2.946
H23 4.137 2.669 -0.145
H24 5.246 1.944 -1.305
H25 4.090 0.930 -0.458
H26 2.839 1.195 -3.980
H27 3.254 0.058 -2.696
H28 4.509 1.061 -3.427
Cl1 -1.466 -7.813 -4.301
C25 -1.647 -6.520 -3.189
C26 -2.518 -5.468 -3.473
C27 -2.639 -4.424 -2.578
C28 -1.921 -4.403 -1.387
C29 -1.994 -3.184 -0.497
C30 -1.031 -2.106 -1.112
N3 -0.036 -1.643 -0.202
C31 1.099 -2.313 0.111
C32 1.715 -1.664 1.155
N4 1.006 -0.592 1.545
C33 -0.083 -0.430 0.612
O2 -3.292 -2.631 -0.467
C34 -3.909 -2.530 0.808
C35 -5.212 -1.814 0.616
C36 -5.312 -0.468 0.330
Cl2 -4.036 0.641 0.257
S1 -6.949 0.050 0.092
C37 -7.501 -1.539 0.386
C38 -6.484 -2.417 0.643
C39 -1.069 -5.476 -1.110
Cl3 -0.167 -5.526 0.363
C40 -0.924 -6.525 -2.002
H29 -3.078 -5.476 -4.392
H30 -3.306 -3.601 -2.783
H31 -1.650 -3.444 0.512
H32 -1.666 -1.285 -1.446
H33 -0.539 -2.520 -1.994
H34 1.384 -3.212 -0.396
H35 2.645 -1.929 1.626
H36 -1.045 -0.334 1.134
H37 -3.266 -1.956 1.492
H38 -4.089 -3.525 1.235
H39 -8.552 -1.749 0.344
H40 -6.646 -3.455 0.868
H41 -0.251 -7.341 -1.790

As for the HOMO-LUMO gap (spin up / spin down): 4.10 / 4.09 eV. Its charge is +2.



No. 12
Molecular formula: C11H21N3O5STa
Method: DFT, the ωB97M-V functional and the def2-TZVPD basis

CARTESIAN COORDINATES (ANGSTROEM)
Ta1 -1.024 -0.190 0.606
O1 -2.004 1.574 1.065
C1 -3.354 1.585 0.325
C2 -3.948 0.197 0.400
N1 -3.107 -0.871 -0.253
C3 -3.139 -0.828 -1.741
C4 -1.744 -0.598 -2.285
O2 -1.292 -0.812 -3.336
O3 -0.960 0.018 -1.244
C5 -3.488 -2.201 0.297
C6 -2.723 -2.493 1.575
O4 -2.805 -3.381 2.316
O5 -1.733 -1.434 1.764
H1 -1.734 2.475 1.314
H2 -3.984 2.285 0.872
H3 -3.130 1.947 -0.676
H4 -4.090 -0.075 1.447
H5 -4.939 0.239 -0.063
H6 -3.538 -1.752 -2.157
H7 -3.770 -0.014 -2.103
H8 -4.559 -2.272 0.494
H9 -3.228 -2.987 -0.414
C7 2.877 1.179 2.571
N2 3.291 0.769 1.216
C8 4.756 0.891 1.008
C9 2.520 0.153 0.346
S1 1.174 -0.822 1.108
N3 2.733 0.108 -0.951
C10 2.253 -0.975 -1.821
C11 3.493 1.158 -1.655
H10 3.441 2.073 2.827
H11 3.115 0.394 3.289
H12 1.819 1.413 2.610
H13 5.236 0.486 1.898
H14 5.038 1.936 0.897
H15 5.077 0.314 0.149
H16 1.959 -1.845 -1.241
H17 3.076 -1.272 -2.470
H18 1.430 -0.630 -2.444
H19 3.550 2.058 -1.050
H20 2.958 1.380 -2.577
H21 4.495 0.818 -1.915

The value obtained for the relative energy (zero: lowest compared OMol25 entry of this formula, charge and spin) is 0.0 kJ/mol. As for the HOMO-LUMO gap: 6.55 eV. Its charge is +3.



no.,energy (eV)
1,-4688.569
2,-61029.939
3,-8866.578
4,-17729.883
5,-150272.534
6,-29949.464
7,-214036.761
8,-26685.847
9,-7853.958
10,-30575.680
11,-173639.496
12,-38815.246